(1)
{"formula": "C4H5ClO3S", "method": "ωB97M-V/def2-TZVPD", "de_lowest_kcal_mol": 21.1, "gap_ha": 0.385, "species": ["C", "H", "H", "H", "O", "O", "O", "H", "H", "S", "C", "C", "C", "Cl"], "xyz": [[-0.603, 1.302, 0.416], [-1.414, -1.770, -0.053], [-1.996, 0.244, 1.294], [0.995, -1.122, 1.298], [1.707, 1.914, -1.138], [1.779, 0.417, 0.795], [0.274, -1.811, 1.060], [-0.884, 2.372, 0.620], [1.033, -1.260, -1.515], [1.051, 0.920, -0.324], [-1.049, 0.153, 0.759], [0.335, -0.471, -1.174], [-0.580, -1.183, 0.203], [-0.646, 0.296, -2.241]]}



(2)
{"formula": "C7H16Cl", "method": "ωB97M-V/def2-TZVPD", "de_lowest_kcal_mol": 24.9, "gap_ha": [0.288, 0.431], "spin_multiplicity": 2, "s2": 0.754, "species": ["H", "H", "C", "H", "H", "H", "H", "H", "Cl", "C", "H", "H", "C", "H", "H", "C", "C", "H", "H", "H", "H", "C", "C", "H"], "xyz": [[1.283, 1.525, -0.242], [-1.703, -0.381, -0.807], [-1.926, -0.238, 0.255], [-4.083, -0.263, 0.180], [1.724, -1.573, 0.317], [-1.942, -1.225, 0.738], [0.486, -0.287, -3.962], [-3.407, 1.324, -0.200], [-0.125, -0.821, -4.926], [0.648, 0.052, 1.024], [-0.012, -1.755, 0.289], [0.888, -2.100, 1.752], [-3.280, 0.434, 0.443], [3.285, -0.716, 0.310], [2.501, -0.112, -1.230], [0.821, -1.423, 0.900], [2.940, 0.172, -0.259], [-3.427, 0.727, 1.485], [3.785, 0.868, -0.443], [-1.169, 1.111, 1.743], [2.230, 1.725, 1.122], [1.809, 0.922, 0.493], [-0.769, 0.611, 0.855], [-0.558, 1.422, 0.160]]}



(3)
{"formula": "C23H40IN2OP", "method": "ωB97M-V/def2-TZVPD", "charge": 2, "gap_ha": 0.200, "species": ["H", "C", "H", "H", "H", "H", "C", "H", "H", "H", "H", "C", "H", "C", "H", "H", "N", "H", "H", "H", "H", "C", "H", "C", "C", "H", "C", "H", "H", "C", "H", "C", "H", "C", "H", "C", "C", "H", "C", "H", "C", "H", "H", "H", "C", "P", "C", "H", "H", "C", "C", "I", "N", "H", "H", "H", "C", "H", "C", "H", "C", "O", "H", "H", "H", "H", "H", "C"], "xyz": [[3.063, -4.191, 4.061], [1.271, -4.594, 1.870], [-1.859, 1.273, -2.000], [-4.809, 4.514, -3.304], [0.236, 3.171, 0.334], [3.644, -6.064, 2.475], [3.120, 4.335, 3.650], [2.894, 1.494, 3.255], [4.285, -6.347, 4.092], [5.260, 4.561, 3.459], [-5.282, 5.378, -6.952], [2.501, -5.130, 4.078], [2.837, -7.209, 3.561], [3.363, -6.253, 3.514], [2.244, 2.989, 5.079], [3.049, 5.192, 4.327], [-4.761, 3.918, -5.423], [2.090, -3.176, 0.484], [0.256, -4.501, 1.465], [1.080, 3.815, 4.071], [1.369, -2.115, 3.267], [1.166, -4.968, 3.350], [-0.729, -0.877, -1.094], [-1.226, -0.916, -2.103], [0.381, 3.034, 1.410], [1.172, 1.427, 3.542], [-2.497, -0.974, -4.647], [-1.835, -3.107, -4.703], [-3.531, 2.473, -2.460], [-3.279, 1.537, -4.475], [1.730, 1.392, 1.141], [-2.550, 0.305, -3.910], [2.295, -5.346, 5.130], [-4.482, 3.767, -4.072], [-1.933, -3.056, -0.486], [2.040, -3.306, 1.572], [-5.514, 5.124, -5.878], [0.371, -1.941, 1.811], [-1.859, 0.323, -2.580], [-2.986, -1.050, -5.647], [-3.577, 1.755, -5.910], [-5.301, 6.012, -5.222], [-4.553, 3.104, -7.388], [4.773, 3.432, 4.727], [1.716, 2.348, 1.678], [-0.440, -3.518, -2.025], [1.396, -2.065, 2.177], [0.569, -4.215, 3.875], [0.333, 4.019, 1.877], [4.539, 3.783, 3.719], [-4.312, 2.944, -6.308], [-0.775, -5.566, -3.338], [-1.248, -2.099, -2.847], [-0.449, 2.431, 1.789], [-6.630, 4.958, -5.843], [-3.253, 1.027, -6.689], [-1.841, -2.165, -4.099], [0.603, -5.904, 3.430], [1.971, 2.073, 3.160], [2.924, 4.720, 2.645], [2.054, 3.315, 4.051], [-1.322, -3.817, -0.600], [2.528, 2.947, 1.255], [3.074, -3.390, 1.917], [1.738, -5.417, 1.319], [1.963, -1.173, 1.901], [4.685, 2.954, 3.023], [-3.750, 2.601, -3.544]]}



(4)
{"formula": "C6H6BrO", "method": "ωB97M-V/def2-TZVPD", "de_lowest_kcal_mol": 7.2, "charge": 1, "gap_ha": 0.311, "species": ["C", "H", "C", "O", "C", "C", "Br", "H", "C", "H", "H", "H", "H", "C"], "xyz": [[-0.193, 0.964, 0.126], [-0.433, -2.367, 1.022], [-0.244, -1.420, 0.333], [0.427, 0.667, -1.237], [-0.514, -0.151, 0.848], [0.476, -0.544, -1.687], [-2.058, 2.886, 0.062], [-1.003, 0.054, 1.746], [-0.319, 2.326, 0.696], [0.314, 3.182, 0.392], [-0.261, 2.144, 1.749], [0.873, -0.589, -2.797], [0.445, -2.559, -1.390], [0.243, -1.667, -0.944]]}



(5)
{"formula": "C73H80N3O19", "method": "ωB97M-V/def2-TZVPD", "charge": 1, "gap_ha": 0.274, "species": ["H", "C", "H", "C", "H", "H", "C", "C", "C", "H", "H", "C", "H", "O", "H", "C", "C", "H", "H", "H", "O", "O", "H", "H", "C", "C", "H", "C", "C", "H", "N", "C", "H", "O", "O", "C", "H", "H", "H", "C", "C", "H", "H", "H", "O", "H", "H", "C", "C", "C", "H", "O", "C", "C", "C", "C", "H", "C", "C", "H", "O", "H", "H", "C", "C", "O", "H", "H", "H", "C", "C", "H", "H", "C", "C", "H", "H", "O", "C", "O", "C", "C", "H", "C", "H", "C", "O", "C", "H", "H", "H", "H", "H", "O", "H", "C", "H", "H", "C", "C", "H", "H", "C", "C", "H", "C", "C", "H", "C", "C", "C", "H", "H", "C", "C", "H", "H", "H", "C", "O", "C", "C", "H", "H", "O", "O", "C", "N", "H", "H", "C", "H", "C", "O", "H", "H", "O", "H", "H", "C", "H", "O", "H", "C", "H", "H", "C", "H", "C", "H", "N", "C", "H", "H", "C", "H", "H", "C", "H", "H", "H", "C", "C", "C", "C", "H", "H", "C", "H", "C", "C", "C", "C", "C", "C"], "xyz": [[-4.120, -1.050, 2.723], [0.461, -3.473, 11.770], [1.394, -3.922, -2.084], [1.040, 0.019, 3.701], [1.354, -3.132, 0.978], [6.192, 4.898, -10.928], [1.897, -3.359, 0.037], [0.453, -1.751, -3.279], [2.321, -1.933, 12.197], [-1.169, -0.619, -14.395], [-3.469, 2.333, -2.070], [-4.399, -0.136, 3.233], [-0.203, 2.593, -0.524], [4.474, -0.289, 6.805], [-0.708, -0.026, -12.028], [1.372, -0.797, 12.213], [4.314, 5.841, -10.664], [-2.795, 1.122, -4.300], [1.767, 2.359, 9.168], [10.443, 0.399, 4.732], [-7.143, -6.527, -2.264], [3.512, -1.762, 12.369], [-5.607, 3.851, 9.847], [-1.628, -2.137, -2.654], [-0.935, -0.009, -4.673], [-2.666, -2.878, -11.536], [1.540, 1.608, -1.620], [-3.132, 0.576, -0.805], [-6.198, 3.003, 9.524], [-6.026, 3.363, 7.445], [2.776, 0.188, 0.529], [1.766, -3.284, 11.961], [3.271, 0.564, 2.534], [3.158, 2.111, 11.340], [-2.473, 0.658, -7.078], [-0.398, -2.954, -1.044], [-3.678, 2.430, -8.540], [4.168, 0.597, -1.090], [0.886, 1.150, 0.933], [-1.307, -0.884, -12.298], [2.963, -0.319, 1.925], [6.632, -0.895, 6.418], [-0.788, -0.912, -1.712], [-5.554, -6.411, -0.220], [-7.441, 1.337, 6.645], [-1.196, 2.514, -3.065], [-2.444, 0.664, 3.384], [4.577, 3.618, -11.665], [0.430, -0.344, -3.998], [2.307, 4.519, -11.458], [-1.376, -0.851, -5.244], [9.182, -0.589, 6.774], [5.117, 4.850, -11.048], [-2.165, 2.633, -10.008], [-3.501, 0.782, 3.587], [9.377, 0.266, 4.593], [-7.297, 1.406, 4.419], [-2.035, 0.562, -3.707], [-0.112, 1.194, -9.667], [0.038, -4.454, 11.595], [-3.686, -2.581, -1.545], [-2.573, -0.296, -3.257], [0.215, -2.482, -4.093], [6.555, -0.165, 4.437], [8.625, -0.296, 5.740], [2.115, 6.654, -10.492], [-3.051, -3.461, -10.709], [3.253, -2.454, -1.445], [-7.958, 0.352, 10.966], [-5.839, 0.047, 3.522], [-3.906, 2.023, 4.282], [-0.139, -0.051, -7.956], [-2.334, -0.022, -0.318], [-2.617, 1.858, -1.544], [7.305, 0.395, 3.295], [-3.683, -0.114, -1.481], [1.176, -0.439, -4.826], [-2.603, -2.669, -15.074], [-6.750, 2.138, 10.590], [-6.544, 2.375, 11.761], [-1.497, 1.539, -2.617], [1.918, 1.418, 0.607], [9.292, 0.997, 2.606], [-4.589, -4.599, -0.739], [-0.643, -0.167, 12.029], [-7.786, 0.711, 8.886], [-3.084, 2.860, 4.602], [0.902, -3.824, -1.100], [1.109, -0.876, -0.209], [0.820, 0.452, -3.331], [2.386, 1.235, 7.037], [4.691, 6.749, -10.211], [5.373, 2.115, -0.016], [-1.677, -2.508, 11.612], [2.518, -4.260, 0.263], [-4.480, -3.488, -1.710], [-5.621, 3.119, 5.079], [2.364, -1.896, 4.166], [2.877, -2.231, -0.422], [4.164, 0.536, 0.013], [-3.883, 0.921, -0.059], [0.701, -0.636, 4.536], [1.778, 2.222, -0.731], [-5.344, 2.206, 4.570], [3.792, -1.046, 2.030], [-0.647, -1.914, -2.187], [-1.984, 1.118, -8.090], [0.883, -1.225, 1.907], [-2.377, -2.382, -13.919], [2.847, 5.751, -10.841], [-5.459, -5.591, -0.919], [-2.674, 3.373, -10.613], [-2.167, 2.512, -0.764], [4.172, 0.264, 7.849], [3.461, 1.561, 10.303], [2.271, -0.428, -1.470], [-8.377, -0.136, 8.562], [-3.512, -4.055, -13.081], [1.679, -0.909, 2.606], [6.737, 0.690, 2.254], [2.641, 1.727, 9.081], [8.762, 0.586, 3.456], [5.865, -0.535, 8.982], [1.489, -1.999, -2.959], [2.102, -2.117, 3.269], [-1.621, -1.416, -10.021], [-1.844, -1.699, -11.184], [4.693, 1.742, 0.644], [1.720, 0.792, 4.106], [-0.396, -2.401, -0.073], [-7.562, 0.973, 10.173], [5.489, -0.298, 4.299], [4.991, 0.098, 9.069], [-6.654, -0.792, 3.199], [1.795, 0.185, 12.388], [0.614, -4.861, -0.801], [-0.335, 2.666, -11.486], [4.827, -0.323, 0.275], [0.701, 3.652, 0.305], [4.660, 0.700, 10.210], [2.290, 2.137, 1.367], [5.310, 2.714, -12.011], [-3.927, -4.558, 0.117], [-5.372, -3.520, -2.890], [-5.277, -2.699, -3.589], [-0.732, 0.788, -5.424], [-6.352, -5.623, -2.100], [-1.273, -3.638, -0.995], [3.111, 3.528, -11.841], [2.661, 2.844, -0.979], [0.637, 3.170, -0.591], [-1.554, -1.202, -13.568], [-6.904, -4.552, -3.927], [0.864, 0.893, -10.026], [-0.488, -2.337, 11.786], [2.732, 2.621, -12.295], [1.233, 4.470, -11.579], [-6.422, 2.741, 8.237], [-0.632, 1.150, -2.039], [2.476, -4.102, 11.954], [3.776, -2.288, 0.233], [-2.702, 2.128, -8.899], [-0.827, 2.204, -10.474], [-2.914, -3.196, -12.806], [-7.234, 1.576, 7.820], [0.098, 0.452, 3.289], [5.258, 1.419, 1.437], [-6.243, -4.512, -3.071], [5.247, 0.589, 11.113], [2.973, 1.124, 7.941], [0.067, -0.985, 12.022], [7.166, -0.486, 5.574], [-6.245, 1.289, 4.218], [2.196, -0.812, -0.430], [-0.649, 0.689, -8.560]]}



(6)
{"formula": "C4H8O", "method": "ωB97M-V/def2-TZVPD", "de_lowest_kcal_mol": 34.0, "gap_ha": 0.400, "smiles": "CC=O.C=C", "species": ["H", "C", "H", "H", "H", "H", "H", "H", "C", "C", "O", "C", "H"], "xyz": [[-2.376, -1.034, 0.822], [1.330, 1.382, 0.874], [2.129, 2.098, 1.053], [1.058, 0.944, 1.834], [-0.835, -1.899, 0.260], [1.228, -0.706, 0.096], [-2.784, -0.331, -1.495], [0.450, 1.899, 0.494], [1.756, 0.252, -0.016], [-1.664, -1.242, 0.037], [2.639, 0.354, -0.829], [-1.853, -0.790, -1.193], [-1.078, -0.926, -1.937]]}



(7)
{"formula": "C34H43IN2OsP", "method": "ωB97M-V/def2-TZVPD", "charge": 1, "gap_ha": 0.248, "species": ["H", "H", "H", "P", "C", "C", "I", "H", "C", "N", "H", "H", "C", "C", "H", "H", "H", "H", "C", "H", "C", "H", "H", "C", "C", "C", "Os", "N", "H", "C", "C", "H", "H", "C", "C", "H", "C", "C", "C", "H", "C", "C", "H", "H", "C", "H", "H", "H", "H", "C", "H", "H", "H", "H", "H", "H", "C", "C", "H", "H", "H", "H", "C", "C", "H", "C", "H", "H", "H", "H", "H", "H", "C", "H", "C", "C", "C", "H", "C", "C", "C", "C"], "xyz": [[1.343, 4.566, 1.322], [2.588, 2.709, -3.090], [3.024, -0.063, 5.768], [-1.303, -1.659, -0.894], [-0.344, -2.500, -2.273], [-1.694, 0.888, -2.011], [0.699, -0.033, 3.710], [-4.122, -0.651, -0.128], [-0.802, 2.809, 1.353], [-0.207, -0.978, 0.062], [-0.325, -3.796, 0.859], [-3.960, 0.974, -0.774], [-3.198, 4.034, 2.107], [-2.529, -2.274, 1.549], [-1.467, -4.382, -2.406], [-3.406, 4.531, 0.033], [0.686, -0.632, -2.773], [-2.966, -3.056, 2.173], [3.510, -0.061, 4.800], [-3.868, -1.780, -2.492], [-1.295, -4.105, 0.466], [-2.051, -3.131, -3.512], [5.508, -0.089, 5.619], [-3.336, -0.861, -2.727], [4.918, -0.091, 4.712], [-1.605, 3.435, 0.405], [0.512, 0.243, 1.171], [0.414, 2.136, 0.926], [1.621, -3.324, -2.512], [0.144, -1.439, -3.272], [2.421, 4.894, -0.512], [0.835, -1.927, -3.962], [-0.524, 2.439, 3.438], [2.331, 3.113, -2.119], [1.629, 4.165, 0.357], [-1.623, -1.921, 2.041], [3.337, -0.047, 2.352], [0.925, -3.155, -1.687], [4.609, -0.327, -0.102], [-1.042, 1.256, -1.224], [-2.380, 3.443, 3.061], [-1.165, -3.549, -3.037], [0.733, -4.120, -1.229], [-4.267, -2.618, -0.530], [1.535, 2.377, -1.246], [-2.424, 1.672, -2.232], [-4.084, -0.099, -2.957], [3.398, 4.945, -2.424], [-2.662, 3.466, 4.107], [2.541, 0.011, 1.159], [6.451, -0.369, 0.977], [1.413, -2.508, -0.958], [-3.366, -3.834, -1.446], [-0.531, -3.959, -3.827], [-4.126, 4.507, 2.400], [2.657, -0.198, -0.957], [4.753, -0.149, 2.290], [-2.477, -0.354, -1.557], [-1.107, 0.730, -2.908], [-3.242, -1.457, 1.499], [-1.146, -4.731, -0.409], [-3.927, -4.187, 0.183], [-2.209, -2.902, 0.182], [3.211, -0.171, -0.031], [-2.749, -1.019, -3.631], [5.372, -0.282, 1.026], [-0.661, -1.017, -3.869], [5.076, -0.466, -1.070], [-1.784, -4.723, 1.223], [1.138, 1.413, -1.531], [-1.276, 3.464, -0.626], [6.594, -0.199, 3.405], [-1.186, 2.844, 2.689], [2.766, 5.879, -0.225], [-3.399, 0.108, -0.416], [5.515, -0.146, 3.486], [2.780, 4.368, -1.749], [-2.834, 0.431, 0.460], [-2.795, 4.041, 0.780], [-3.515, -3.403, -0.457], [1.198, 2.890, -0.003], [2.796, -0.038, 3.644]]}



(8)
{"formula": "C13H29Cl22NO4PS2", "method": "ωB97M-V/def2-TZVPD", "charge": -1, "gap_ha": 0.242, "species": ["H", "H", "H", "S", "Cl", "H", "H", "O", "S", "C", "P", "Cl", "H", "C", "Cl", "Cl", "Cl", "H", "Cl", "H", "Cl", "Cl", "Cl", "H", "C", "H", "H", "H", "C", "H", "Cl", "Cl", "H", "Cl", "H", "O", "H", "C", "H", "H", "C", "C", "C", "Cl", "C", "O", "H", "Cl", "H", "Cl", "H", "Cl", "Cl", "Cl", "H", "Cl", "Cl", "H", "C", "H", "Cl", "C", "C", "H", "Cl", "H", "N", "C", "H", "H", "H", "O"], "xyz": [[-4.124, -1.420, -5.496], [-8.988, 0.674, -6.116], [4.122, 0.470, 3.677], [-2.987, 0.246, -0.715], [7.617, -0.023, 2.930], [-7.401, 1.409, -6.442], [4.058, 0.983, 1.970], [-3.438, 3.273, -0.704], [-3.718, 2.577, 0.529], [-3.414, 1.320, 5.319], [-0.875, 0.443, -0.410], [-2.112, 0.311, 5.987], [0.419, 1.517, -2.119], [4.234, -1.846, 8.079], [-8.086, -0.031, -8.167], [-2.036, -0.370, -5.739], [4.952, 4.452, -0.132], [4.099, 5.205, -5.955], [2.080, 1.494, 3.131], [4.808, -5.603, 8.175], [4.499, -3.080, 6.834], [3.092, -1.134, 2.312], [-4.701, 0.764, -6.151], [-3.994, -4.778, -4.570], [-4.758, -4.546, -5.304], [3.193, 5.888, -0.754], [8.140, -0.847, 5.068], [-1.035, 2.509, -1.791], [-8.359, 1.136, -6.867], [0.351, 1.323, 1.487], [6.001, 0.076, 5.370], [2.089, 3.837, -0.416], [3.189, 6.602, -5.325], [2.312, 4.557, -4.573], [-5.212, -5.455, -5.679], [-3.237, -1.162, -0.495], [-3.818, -0.230, -4.201], [3.512, 0.519, 2.784], [3.569, 4.694, -2.020], [-2.604, 2.759, 1.291], [-0.863, -4.074, -5.450], [-0.468, 0.605, 1.369], [-0.252, 1.893, -1.349], [-9.163, 2.601, -7.451], [5.310, -6.505, 8.504], [-3.253, 0.670, -2.073], [-3.455, 2.241, 5.888], [6.608, -6.051, 9.619], [-1.307, 0.908, 1.988], [-0.156, -4.509, -3.890], [-0.109, -0.367, 1.699], [-6.001, -3.563, -4.531], [-3.998, -3.698, -6.665], [0.055, -4.754, -6.805], [-0.872, -2.994, -5.541], [3.114, -0.597, 7.541], [-3.159, 1.711, 3.624], [-1.872, -4.460, -5.495], [3.433, 4.850, -0.957], [5.187, -1.384, 8.310], [4.125, -7.567, 9.273], [3.612, 5.634, -5.087], [-3.743, -0.433, -5.266], [0.362, 2.528, -0.698], [4.828, 5.852, -3.816], [3.823, -2.328, 8.958], [-3.934, 1.005, 0.383], [7.239, -0.806, 4.468], [5.745, -7.025, 7.660], [-4.347, 0.776, 5.410], [6.868, -1.805, 4.268], [-4.795, 3.133, 1.310]]}



Q: Which largest force on an atom values were calculated for the entries above? A: 4.9; 1.0; 3.1; 4.4; 1.8; 0.8; 0.8; 1.9, in eV/Å.